This record from the Open Molecules 2025 dataset describes C41H40BaN8O9S2 as an isolated structure in a non-equilibrium geometry. The level of theory is wB97M-V/def2-TZVPD.

Properties
- E_HOMO (alpha / beta): -2.764 / -2.764 eV
- Kohn-Sham gap (alpha / beta): 6.018 / 6.022 eV
- Total energy: -3523.67222 Ha
- Energy above the lowest of the compared OMol25 structures with the same formula, charge and spin: 135.8 kcal/mol
- LUMO (alpha / beta): 3.25 / 3.26 eV
- Net charge: -2

Atoms and positions in Å:
Ba -0.1783 0.6339 -0.2486
C -2.8617 2.8109 -3.4187
C -1.4776 3.2762 -3.6499
C -1.0053 3.2498 -4.9607
C 0.3040 3.6548 -5.2414
C 1.1530 4.0070 -4.1961
C 0.7023 3.9261 -2.8827
C 1.5699 4.5007 -1.7383
C -0.5978 3.4634 -2.5775
N -0.9528 3.1873 -1.2560
C -1.5572 4.1379 -0.4638
O -2.2769 5.0709 -0.8401
C -1.2410 3.9436 1.0571
C -1.6345 4.9367 1.9460
C -1.1307 4.8922 3.2617
C -0.4197 3.7495 3.6656
C -0.1286 2.7676 2.7051
N -0.5115 2.8036 1.4569
C 0.8944 1.7207 3.1693
O 1.3545 1.8790 4.3272
N 1.3131 0.8691 2.2597
C 2.2562 -0.0586 2.5867
C 3.6125 -0.0179 1.7124
C 4.0111 1.4702 1.4652
C 4.8330 -0.8167 2.2106
C 4.4306 -1.9811 3.0454
C 3.2292 -2.0334 3.6242
C 2.1958 -1.0406 3.4923
C 0.9907 -1.1076 4.3490
H -3.4027 2.5626 -4.3280
H -3.5432 3.3986 -2.7946
H -2.8463 1.8747 -2.8267
H -1.6835 2.9408 -5.6778
H 0.6068 3.6506 -6.3078
H 2.1678 4.3895 -4.4148
H 1.4495 3.7032 -1.0040
H 1.1314 5.3421 -1.1487
H 2.5948 4.5011 -2.0773
H -2.3348 5.7045 1.5996
H -1.3742 5.6959 3.9512
H -0.0345 3.5693 4.6921
H 3.3112 1.8993 0.7129
H 4.9026 1.6216 1.1765
H 3.7413 2.1527 2.6546
H 5.5175 -0.2694 2.8342
H 5.2104 -2.7585 3.0876
H 2.9242 -2.9115 4.2619
H 1.0308 -0.3009 5.0808
H 0.8961 -2.1418 4.7606
H 0.0779 -0.8684 3.7625
C -4.4262 2.9675 0.2951
C -4.3632 1.4526 0.2766
N -3.3104 0.7299 0.4460
C -3.6742 -0.5799 0.5695
C -5.0434 -0.6742 0.3707
N -5.4445 0.6368 0.2169
C -6.0905 -1.7269 0.2865
O -5.6464 -2.9686 0.3806
O -7.2539 -1.4495 0.1255
C -2.6538 -1.6371 0.6945
O -3.1051 -2.8229 0.7200
O -1.4571 -1.3773 0.7441
H -5.4074 3.3649 0.2942
H -3.8450 3.4270 -0.5544
H -4.0000 3.2522 1.2345
H -6.4211 0.8367 0.1226
H -4.5218 -2.9665 0.4912
C -0.0385 -5.0932 -1.4305
C -1.2480 -4.2735 -1.7653
C -2.4649 -4.7852 -2.1272
C -3.4530 -3.8057 -2.5634
N -3.2038 -2.5335 -2.7870
C -1.9876 -2.0837 -2.4458
S -1.6052 -0.4691 -2.6488
N -1.0757 -2.9392 -1.9031
C -4.8373 -4.2763 -2.7730
H 0.7202 -4.9720 -2.2182
H -0.3202 -6.1468 -1.4120
H 0.3710 -4.6451 -0.4769
H -2.5768 -5.8425 -2.0518
H -0.1694 -2.5766 -1.6866
H -4.9298 -5.2701 -3.1215
H -5.3354 -3.6208 -3.5292
H -5.4430 -4.1873 -1.8377
N 1.4254 -1.8828 0.2378
C 2.8664 -2.1278 0.1641
C 3.6719 -0.8236 0.3044
C 5.1461 -1.1406 0.6487
C 5.6996 -2.5124 0.4399
C 4.8456 -3.5161 0.1151
C 3.4166 -3.2969 0.0349
S 7.4044 -2.9051 0.9497
O 7.4174 -4.3784 0.9800
O 7.5553 -2.2107 2.1989
O 8.2332 -2.3907 -0.1699
H 0.9541 -2.7295 0.4843
H 1.2968 -1.2936 1.0396
H 3.2980 -0.1903 -0.5956
H 5.7733 -0.3883 0.2409
H 5.2379 -4.5681 0.1351
H 2.7999 -4.2404 0.0005

Mulliken atomic charge list, values in e, 5 entries: atom 1 (Ba): 0.528, atom 2 (C): -0.951, atom 3 (C): 0.880, atom 4 (C): -1.100, atom 5 (C): -0.624

This record from the Open Molecules 2025 dataset describes C41H40N12O2Sr as an isolated structure in a non-equilibrium geometry. The level of theory is wB97M-V/def2-TZVPD.

Properties
- E_HOMO: -10.843 eV
- Kohn-Sham gap: 5.059 eV
- Total energy: -2424.11352 Ha
- Energy above the lowest of the compared OMol25 structures with the same formula, charge and spin: 56.8 kcal/mol
- LUMO: -5.78 eV
- Net charge: +2

Atoms and positions in Å:
Sr 0.3658 -1.0616 -0.2068
C 2.8842 1.9995 2.6619
C 2.5343 0.8950 1.8964
N 1.2878 0.4537 1.8332
C 0.3633 1.0743 2.5847
C 0.7410 2.1719 3.3731
N 1.9700 2.6460 3.3826
C -1.0085 0.5672 2.5082
C -2.0576 1.1496 3.2168
C -3.3352 0.5841 3.1966
C -3.4745 -0.5737 2.4241
C -2.3993 -1.0539 1.6764
N -1.1936 -0.4919 1.7171
C -2.5281 -2.2194 0.7939
C -3.7587 -2.6796 0.3068
N -3.8551 -3.7726 -0.4211
C -2.7408 -4.4219 -0.7186
C -1.5028 -3.9098 -0.3445
N -1.3983 -2.8237 0.4044
C -4.4635 1.2105 3.9102
C -5.7831 0.7935 3.7148
C -6.8147 1.4944 4.3191
N -6.6280 2.5569 5.0777
C -5.3860 2.9364 5.3079
C -4.2797 2.2988 4.7707
H 3.8965 2.3758 2.7094
H 3.2631 0.3644 1.3013
H 0.0476 2.6929 4.0181
H -1.8745 2.0381 3.7927
H -4.4021 -1.1170 2.4061
H -4.6872 -2.1523 0.4803
H -2.8407 -5.3350 -1.2873
H -0.5784 -4.3759 -0.6583
H -6.0249 -0.0562 3.0993
H -7.8436 1.1959 4.1781
H -5.2671 3.7994 5.9487
H -3.2980 2.6510 5.0419
C -1.2149 1.1184 -2.9988
N -1.8460 0.2319 -2.0278
C -2.9575 0.9234 -1.3923
C -2.3387 -0.9531 -2.7313
C -1.2392 -1.8825 -3.1927
C -1.4686 -2.6359 -4.3422
C -0.5476 -3.5729 -4.7672
C 0.6354 -3.7265 -4.0704
C 0.8764 -2.9432 -2.9485
C -0.0585 -2.0359 -2.4693
H -1.9366 1.4816 -3.7447
H -0.4326 0.5659 -3.5161
H -0.7821 1.9747 -2.4806
H -3.7729 1.1406 -2.0960
H -2.6079 1.8662 -0.9726
H -3.3642 0.3143 -0.5872
H -2.9532 -0.6513 -3.5970
H -2.9965 -1.5071 -2.0518
H -2.3819 -2.4872 -4.8996
H -0.7578 -4.1926 -5.6248
H 1.3749 -4.4449 -4.3974
H 1.8289 -3.0611 -2.4389
O 7.9794 -2.6089 -2.1803
N 7.2430 -1.6574 -2.2693
O 7.5052 -0.6222 -2.8381
C 5.9511 -1.7755 -1.6013
C 5.8557 -2.7553 -0.6615
C 4.6628 -2.9645 0.0716
C 4.5463 -3.9848 1.0328
C 3.3580 -4.1308 1.7046
C 2.3060 -3.2614 1.3944
N 2.3947 -2.2958 0.5099
C 3.5476 -2.1224 -0.1518
C 3.6570 -1.0559 -1.1163
N 2.6046 -0.2370 -1.2623
C 2.6604 0.7273 -2.1552
C 3.7645 0.9453 -2.9737
C 4.8673 0.1341 -2.8317
C 4.8525 -0.8912 -1.8705
H 6.7129 -3.3854 -0.4673
H 5.3872 -4.6338 1.2246
H 3.2289 -4.8948 2.4539
H 1.3518 -3.3543 1.8963
H 1.7755 1.3477 -2.2330
H 3.7583 1.7377 -3.7028
H 5.7419 0.2926 -3.4405
N 0.6675 6.6508 -0.0097
C 0.5639 5.2667 -0.5526
C 0.0907 4.2663 0.5146
N 0.1009 2.9546 -0.1026
H 0.9967 7.3103 -0.7297
H 1.3379 6.6708 0.7707
H -0.2466 6.9710 0.3390
H 1.5416 4.9609 -0.9297
H -0.1429 5.2526 -1.3838
H -0.9325 4.5126 0.8136
H 0.7326 4.3331 1.4090
H 1.0462 2.5891 -0.1552
H -0.4554 2.2814 0.4130

Mulliken atomic charge list, values in e, 5 entries: atom 1 (Sr): 2.373, atom 2 (C): -0.736, atom 3 (C): -0.378, atom 4 (N): 0.824, atom 5 (C): 0.525

This record from the Open Molecules 2025 dataset describes C41H40N7ORuS2Sb as an isolated structure in a non-equilibrium geometry. The level of theory is wB97M-V/def2-TZVPD.

Properties
- E_HOMO (alpha / beta): -15.220 / -15.200 eV
- Kohn-Sham gap (alpha / beta): 6.192 / 6.376 eV
- Total energy: -3175.55343 Ha
- <S²>: 0.774
- Multiplicity: 2
- Energy above the lowest of the compared OMol25 structures with the same formula, charge and spin: 25.3 kcal/mol
- LUMO (alpha / beta): -9.03 / -8.82 eV
- Net charge: +3

Atoms and positions in Å:
Ru -0.6656 -0.5911 0.0485
N 2.4953 -0.4074 -3.4440
C 1.8961 -0.5140 -2.2676
N 0.6374 -0.2457 -2.0523
C -0.1314 0.1843 -3.1058
N -1.4023 0.3386 -2.9628
N -1.8583 0.0401 -1.7130
C -3.1142 -0.1610 -1.6382
C -3.6805 -0.4649 -0.3484
C -5.0448 -0.4375 -0.1340
C -5.5304 -0.7032 1.1372
C -4.6258 -0.9828 2.1430
C -3.2715 -1.0056 1.8478
N -2.7959 -0.7531 0.6255
C 0.4784 0.4116 -4.4091
C -0.2405 0.8946 -5.5081
C 0.3778 1.0106 -6.7325
C 1.7226 0.6507 -6.8784
C 2.4481 0.1849 -5.8025
C 1.8148 0.0673 -4.5705
H 3.4672 -0.6655 -3.5355
H 2.5023 -0.8329 -1.4300
H -3.7303 -0.1121 -2.5297
H -5.7109 -0.2023 -0.9534
H -6.5944 -0.6909 1.3330
H -4.9565 -1.1869 3.1516
H -2.5538 -1.2236 2.6127
H -1.2788 1.1629 -5.3715
H -0.1781 1.3680 -7.5883
H 2.1997 0.7327 -7.8459
H 3.4900 -0.0906 -5.9137
C 2.1073 -6.9476 0.5352
C 0.8163 -6.2282 0.7280
C -0.2723 -6.7253 1.3974
C -1.4356 -5.9556 1.4685
N -1.5066 -4.7396 0.8935
C -0.4641 -4.2793 0.2445
S -0.5050 -2.8235 -0.7300
N 0.6889 -4.9937 0.1840
C -2.6611 -6.4494 2.1524
H 2.0595 -7.9447 0.9625
H 2.9273 -6.4047 1.0099
H 2.3361 -7.0356 -0.5286
H -0.2290 -7.7069 1.8462
H 1.4609 -4.5930 -0.3365
H -2.5389 -7.4595 2.5326
H -3.4981 -6.4191 1.4532
H -2.9209 -5.7812 2.9757
S 1.5520 0.2928 0.6971
Sb 1.2165 2.6141 0.6526
C -0.6494 2.9484 1.5192
C -0.7675 3.6587 2.7081
C -2.0304 3.8406 3.2604
C -3.1525 3.3330 2.6194
C -3.0272 2.6372 1.4223
C -1.7703 2.4342 0.8717
C 2.8047 3.4388 1.7104
C 3.7870 2.5992 2.2247
C 4.8432 3.1661 2.9243
C 4.9029 4.5420 3.1044
C 3.9139 5.3685 2.5858
C 2.8545 4.8223 1.8764
C 1.1628 3.1587 -1.3650
C 0.0121 3.6890 -1.9385
C 0.0278 4.0331 -3.2860
C 1.1810 3.8572 -4.0368
C 2.3319 3.3399 -3.4510
C 2.3278 2.9811 -2.1114
H 0.1050 4.0700 3.2016
H -2.1376 4.3913 4.1855
H -4.1328 3.4942 3.0481
H -3.9117 2.2804 0.9078
H -1.6695 1.9166 -0.0795
H 3.7334 1.5266 2.0865
H 5.6198 2.5314 3.3295
H 5.7294 4.9766 3.6506
H 3.9663 6.4392 2.7302
H 2.0919 5.4705 1.4597
H -0.8774 3.8697 -1.3478
H -0.8556 4.4640 -3.7388
H 1.1931 4.1474 -5.0793
H 3.2406 3.2433 -4.0316
H 3.2311 2.5975 -1.6487
C -0.1019 -0.7149 4.6112
C -0.1372 -1.1954 3.1993
C 0.3815 -2.5586 2.8901
O -0.6251 -0.4654 2.3342
H 0.7451 -1.1284 5.1542
H -1.0125 -1.0591 5.1151
H -0.0921 0.3721 4.6488
H 1.2210 -2.8255 3.5283
H 0.6690 -2.6068 1.8411
H -0.4252 -3.2796 3.0634

Mulliken atomic charge list, values in e, 5 entries: atom 1 (Ru): 1.052, atom 2 (N): 0.194, atom 3 (C): -1.191, atom 4 (N): 0.928, atom 5 (C): -0.676

This record from the Open Molecules 2025 dataset describes C41H41I2NOP2Sc as an isolated structure in a non-equilibrium geometry. The level of theory is wB97M-V/def2-TZVPD.

Properties
- E_HOMO: -10.530 eV
- Kohn-Sham gap: 7.194 eV
- Total energy: -3755.60070 Ha
- LUMO: -3.34 eV
- Net charge: +1

Atoms and positions in Å:
Sc 0.2303 0.6230 0.5193
I -4.2619 3.2238 -0.5911
C -2.2903 3.9368 -0.2222
C -2.1612 5.3351 -0.1556
C -1.0211 5.9313 0.2945
I -0.9773 7.9652 0.5963
C 0.0801 5.1583 0.7449
C 1.2640 5.6560 1.3508
C 2.2032 4.8110 1.8172
C 1.9700 3.4099 1.7138
N 0.9019 2.8952 1.1496
C -0.0501 3.7467 0.6539
C -1.2194 3.1336 0.0986
O -1.2211 1.7965 -0.0755
H -3.0003 5.9117 -0.4642
H 1.3837 6.7241 1.4751
H 3.1059 5.1878 2.3092
H 2.6779 2.6762 2.1351
C 2.6825 1.6151 -4.6500
C 2.6561 2.6169 -3.6841
C 2.7389 2.2649 -2.3438
C 2.8531 0.9210 -2.0103
C 2.8574 -0.0816 -2.9706
C 2.7604 0.2841 -4.2972
P 2.8903 0.5959 -0.2360
C 4.5656 0.9279 0.3820
C 4.7646 0.7533 1.7668
C 6.0121 0.9932 2.3313
C 7.0768 1.3316 1.5070
C 6.9178 1.4112 0.1398
C 5.6401 1.2513 -0.4271
C 2.5577 -1.1512 0.1045
C 3.5170 -2.1614 0.2589
C 3.1143 -3.4598 0.4563
C 1.7443 -3.7219 0.5595
C 0.8235 -2.7094 0.4588
C 1.1879 -1.3754 0.2562
H 2.5909 1.8870 -5.6838
H 2.6071 3.6449 -4.0040
H 2.7617 3.0114 -1.5529
H 2.9342 -1.1316 -2.6955
H 2.7673 -0.4975 -5.0552
H 3.9267 0.4852 2.3970
H 6.1581 0.8780 3.4098
H 8.0315 1.5945 1.9502
H 7.7278 1.6622 -0.5119
H 5.4778 1.2994 -1.4942
H 4.5743 -1.8940 0.1869
H 3.8487 -4.2388 0.5775
H 1.3964 -4.7271 0.7950
H -0.2130 -2.9586 0.5900
C -4.4452 -0.1805 1.9491
C -4.5260 -1.0716 0.7152
C -5.1880 -2.4041 1.1280
C -5.3990 -0.4179 -0.3273
P -2.7481 -1.2603 0.1280
C -2.1684 -2.5321 1.3258
C -1.4991 -2.0164 2.4346
C -0.9671 -2.8312 3.4336
C -1.0642 -4.2079 3.2870
C -1.7870 -4.7419 2.1980
C -2.3128 -3.9027 1.2196
C -2.6623 -1.8224 -1.6381
C -3.6292 -2.9253 -2.1182
C -1.2167 -2.2272 -1.9843
C -2.9386 -0.5529 -2.4722
H -5.4403 -0.0916 2.3837
H -4.1117 0.8233 1.6915
H -3.7752 -0.5906 2.6905
H -6.2035 -2.1430 1.4356
H -4.7152 -2.8576 2.0071
H -5.2527 -3.1226 0.3206
H -6.3765 -0.1843 0.1147
H -5.5930 -1.0892 -1.1880
H -4.9957 0.5134 -0.6994
H -1.3915 -0.9317 2.5069
H -0.4803 -2.3925 4.2785
H -0.6548 -4.8857 4.0342
H -1.9329 -5.8125 2.1356
H -2.8668 -4.3490 0.3855
H -3.5679 -3.7741 -1.4720
H -3.4034 -3.2607 -3.1575
H -4.6311 -2.5554 -2.1470
H -0.8864 -3.1213 -1.4471
H -0.5011 -1.4257 -1.7804
H -1.1516 -2.4140 -3.0663
H -3.9809 -0.1889 -2.3980
H -2.7986 -0.7902 -3.5239
H -2.3015 0.2955 -2.2442

Mulliken atomic charge list, values in e, 5 entries: atom 1 (Sc): -0.549, atom 2 (I): 0.168, atom 3 (C): -0.882, atom 4 (C): -0.391, atom 5 (C): -0.306

This record from the Open Molecules 2025 dataset describes C41H42OsP2Te as an isolated structure in a non-equilibrium geometry. The level of theory is wB97M-V/def2-TZVPD.

Properties
- E_HOMO (alpha / beta): -12.597 / -12.821 eV
- Kohn-Sham gap (alpha / beta): 5.973 / 5.403 eV
- Total energy: -2627.88624 Ha
- <S²>: 6.048
- Multiplicity: 5
- Energy above the lowest of the compared OMol25 structures with the same formula, charge and spin: 128.0 kcal/mol
- LUMO (alpha / beta): -6.62 / -7.42 eV
- Net charge: +2

Atoms and positions in Å:
Os 0.3283 -0.5547 -1.0461
C 0.8764 1.0305 -3.5879
C -0.3394 1.2727 -2.9628
C -1.6144 0.6572 -3.5143
C -1.6281 -0.8623 -3.3829
C -0.6602 -1.4718 -2.3818
C 0.8690 -1.5520 -2.5084
C 1.4448 -1.3943 -3.8532
C 1.1214 -0.0815 -4.5607
C -0.2625 -1.0408 1.3789
H 1.5414 1.8935 -3.7176
H -0.4771 2.3029 -2.5862
H -1.7962 0.9583 -4.5614
H -2.4762 1.0509 -2.9698
H -2.6393 -1.1469 -3.0417
H -1.5451 -1.3458 -4.3760
H -1.0221 -2.5146 -2.4564
H 1.2721 -2.4314 -2.0137
H 1.1147 -2.2269 -4.4869
H 2.5278 -1.4937 -3.7735
H 1.9486 0.2265 -5.2019
H 0.2778 -0.1956 -5.2552
H 0.8107 -1.0734 1.8522
H -0.6056 -1.9843 1.8160
H -0.7515 -0.2184 1.9312
P 0.1093 1.7108 -0.2881
P -1.7088 -1.4401 -0.0661
C -1.7052 1.3609 -0.6339
C -2.4125 0.1982 -0.5517
C -0.1014 3.1870 0.6995
C -0.9330 4.1920 0.1631
C -0.9825 5.4367 0.7714
C -0.2236 5.6667 1.9239
C 0.5907 4.6655 2.4798
C 0.6817 3.4414 1.8303
C 1.7180 2.1621 -1.2334
C 2.5604 1.1285 -1.6946
C 3.9261 1.2972 -1.9066
C 4.4301 2.6068 -1.9404
C 3.5599 3.6812 -1.6670
C 2.2531 3.4688 -1.1958
C -2.9886 -1.8146 1.1798
C -3.6979 -0.7595 1.7902
C -4.7607 -1.0570 2.6415
C -5.0355 -2.3895 2.9654
C -4.1726 -3.4064 2.5448
C -3.1488 -3.1202 1.6478
C -1.1554 -3.2995 -0.3785
C 0.1416 -3.6522 -0.0454
C 0.7572 -4.7924 -0.5353
C 0.1976 -5.4500 -1.6149
C -1.0939 -5.1045 -2.0296
C -1.8257 -4.1512 -1.2960
H -2.2205 2.3070 -0.8668
H -3.4944 0.2912 -0.5920
H -1.5026 4.0238 -0.7498
H -1.6156 6.2100 0.3255
H -0.2556 6.6524 2.3847
H 1.1756 4.8611 3.3860
H 1.3902 2.6837 2.1593
H 2.2028 0.0564 -1.7052
H 4.5640 0.4043 -2.0090
H 5.4955 2.7692 -2.1528
H 3.9213 4.7059 -1.7637
H 1.6631 4.2993 -0.7865
H -3.4340 0.2839 1.5838
H -5.3724 -0.2452 3.0350
H -5.9173 -2.6338 3.5527
H -4.2908 -4.4281 2.8929
H -2.4789 -3.9140 1.3132
H 0.7492 -3.0037 0.5724
H 1.7040 -5.1121 -0.1067
H 0.7493 -6.2281 -2.1327
H -1.4903 -5.5424 -2.9420
H -2.8677 -3.9748 -1.5271
Te 2.6651 0.2294 1.4210
C 2.3614 0.2890 3.5195
C 3.3490 -0.3847 4.2645
C 3.2683 -0.3679 5.6561
C 2.2462 0.3344 6.2990
C 1.2925 1.0394 5.5605
C 1.3253 1.0109 4.1606
H 4.1690 -0.8511 3.7146
H 4.0215 -0.8980 6.2314
H 2.2005 0.3544 7.3873
H 0.5242 1.6353 6.0511
H 0.6067 1.5720 3.5628

Mulliken atomic charge list, values in e, 5 entries: atom 1 (Os): 2.691, atom 2 (C): 0.098, atom 3 (C): -0.756, atom 4 (C): -1.484, atom 5 (C): -1.529